{"formula": "C58H47F3O3P2RhSb", "method": "the ωB97M-V functional and the def2-TZVPD basis", "multiplicity": 1, "total_charge": 2, "total_energy_ev": -103313.9820, "homo_energy_ev": -12.3, "species": ["Rh", "O", "C", "C", "O", "O", "C", "C", "C", "C", "C", "C", "C", "C", "C", "C", "C", "C", "H", "H", "H", "H", "H", "H", "H", "H", "H", "H", "H", "C", "C", "P", "C", "C", "C", "C", "C", "C", "C", "C", "C", "C", "C", "C", "P", "C", "C", "C", "C", "C", "C", "C", "C", "C", "C", "C", "C", "H", "H", "H", "H", "H", "H", "H", "H", "H", "H", "H", "H", "H", "H", "H", "H", "H", "H", "H", "H", "H", "H", "H", "H", "F", "C", "C", "C", "C", "C", "C", "Sb", "C", "C", "C", "C", "F", "C", "C", "C", "C", "C", "C", "F", "C", "C", "H", "H", "H", "H", "H", "H", "H", "H", "H", "H", "H", "H"], "positions_angstrom": [[-0.33835, 0.52836, -0.12433], [2.58132, 0.65179, 0.93896], [3.51907, -0.24793, 0.63092], [2.18603, -1.82528, -0.48099], [2.90073, -2.70275, -0.72962], [1.12505, -1.28669, -0.48601], [4.45564, 0.16188, -0.44470], [4.07976, 0.18826, -1.78741], [4.94432, 0.69740, -2.74219], [6.18548, 1.19263, -2.36333], [6.56188, 1.17638, -1.02689], [5.70443, 0.66080, -0.06826], [3.93524, -1.08655, 1.72933], [3.39606, -0.90308, 3.01603], [3.85873, -1.66447, 4.06919], [4.83554, -2.63525, 3.85502], [5.35856, -2.83841, 2.58079], [4.91535, -2.07289, 1.52270], [2.77334, 1.50689, 0.50708], [3.11617, -0.19968, -2.09964], [4.65438, 0.69693, -3.78479], [6.86310, 1.58206, -3.11165], [7.53065, 1.55536, -0.72966], [5.99988, 0.63732, 0.97341], [2.66640, -0.12372, 3.18203], [3.47123, -1.49977, 5.06578], [5.19369, -3.23115, 4.68435], [6.11867, -3.59061, 2.42048], [5.31917, -2.22730, 0.53006], [-2.04760, 3.38059, -0.55661], [-0.63525, 3.88896, -0.28925], [0.53145, 2.56121, -0.76951], [2.16857, 3.13248, -0.25480], [2.37476, 3.41978, 1.10082], [3.63351, 3.79315, 1.54833], [4.69403, 3.86588, 0.65232], [4.49568, 3.57256, -0.69035], [3.23598, 3.20955, -1.14830], [0.54525, 2.56942, -2.58036], [0.54595, 1.37176, -3.29539], [0.58287, 1.39143, -4.68462], [0.60583, 2.59936, -5.36567], [0.60066, 3.79378, -4.66171], [0.57666, 3.77934, -3.27783], [-2.18995, 1.73551, 0.24860], [-3.86316, 1.19225, -0.15059], [-4.76866, 0.84571, 0.85070], [-6.08884, 0.57135, 0.52162], [-6.50419, 0.63110, -0.80072], [-5.59830, 0.95007, -1.80427], [-4.28121, 1.23368, -1.48223], [-2.13957, 2.16168, 2.01479], [-1.17671, 1.61373, 2.86275], [-1.07786, 2.03496, 4.18116], [-1.94586, 3.00300, 4.66732], [-2.91247, 3.54930, 3.83488], [-3.00674, 3.13503, 2.51597], [-2.24047, 3.27990, -1.62661], [-2.81499, 4.03353, -0.14099], [-0.50667, 4.09431, 0.77561], [-0.39572, 4.80080, -0.83635], [1.55481, 3.34084, 1.80742], [3.78965, 4.02281, 2.59412], [5.67633, 4.15392, 1.00316], [5.32124, 3.62956, -1.38695], [3.08968, 2.98008, -2.19561], [0.55859, 0.40986, -2.79282], [0.59830, 0.46322, -5.23122], [0.63507, 2.61109, -6.44751], [0.62637, 4.73673, -5.19186], [0.59616, 4.71991, -2.73973], [-4.45126, 0.79603, 1.88394], [-6.79161, 0.30888, 1.30122], [-7.53692, 0.42727, -1.05177], [-5.92239, 0.99293, -2.83616], [-3.58501, 1.50295, -2.26999], [-0.51000, 0.82750, 2.52628], [-0.33028, 1.60163, 4.83215], [-1.87342, 3.32860, 5.69670], [-3.59419, 4.29894, 4.21447], [-3.76916, 3.56782, 1.87802], [-7.58143, -3.61986, 1.50237], [-6.34077, -3.20916, 1.22460], [-5.36195, -3.34049, 2.19171], [-4.07591, -2.91564, 1.89347], [-3.78747, -2.36604, 0.64595], [-4.79496, -2.24108, -0.30496], [-6.08187, -2.67017, -0.02170], [-1.78922, -1.83397, 0.20153], [-1.69187, -2.54757, -1.79452], [-0.93917, -3.66870, -2.13934], [-0.88578, -4.10584, -3.45457], [-1.60283, -3.41261, -4.41109], [-1.55730, -3.82622, -5.68234], [-2.35878, -2.29787, -4.10249], [-2.38492, -1.86029, -2.78689], [-0.79503, -3.34046, 1.29185], [0.24249, -3.03096, 2.16518], [0.90147, -4.03718, 2.85474], [0.51255, -5.34775, 2.64813], [1.15627, -6.31685, 3.30522], [-0.51706, -5.68877, 1.79219], [-1.17392, -4.67219, 1.11754], [-5.60925, -3.77548, 3.15056], [-3.30112, -3.02695, 2.64287], [-4.59174, -1.82363, -1.28133], [-6.87891, -2.59760, -0.74958], [-0.38508, -4.21523, -1.38499], [-0.31175, -4.97685, -3.74114], [-2.91163, -1.79226, -4.88296], [-2.96919, -0.97897, -2.54598], [0.55267, -2.00095, 2.31498], [1.70883, -3.82370, 3.53922], [-0.79222, -6.72740, 1.66734], [-1.99360, -4.92747, 0.45515]], "forces_ev_per_a": [[-1.32, -0.38, 0.09], [0.91, -2.48, -0.11], [1.41, 3.39, 2.65], [-3.49, -2.62, -1.96], [1.10, 0.85, 0.67], [2.06, 1.08, 0.69], [-0.31, -0.51, -0.56], [-0.13, 0.08, -0.06], [0.01, -0.08, -0.02], [-0.01, -0.11, 0.04], [-0.03, -0.11, -0.04], [0.17, -0.38, 0.18], [-0.64, -0.49, -0.74], [-0.07, 0.03, 0.27], [-0.16, 0.14, -0.01], [-0.02, 0.04, -0.16], [0.15, 0.00, -0.09], [0.14, -0.16, -0.08], [-0.33, 0.35, -0.57], [0.00, 0.10, -0.03], [-0.02, 0.00, 0.02], [0.00, 0.00, 0.00], [-0.02, 0.01, 0.02], [0.00, 0.05, 0.00], [-0.06, -0.02, 0.00], [0.00, 0.01, -0.02], [-0.01, -0.01, 0.00], [-0.02, 0.00, 0.00], [-0.04, -0.04, 0.00], [-0.07, -0.01, 0.09], [0.10, 0.14, -0.11], [-0.80, -1.23, -0.09], [-0.12, 0.39, -0.06], [0.07, 0.31, 0.02], [0.05, -0.01, 0.00], [-0.02, 0.03, -0.03], [-0.07, 0.20, 0.02], [0.20, 0.12, 0.05], [0.14, 0.32, -0.06], [0.22, 0.00, -0.16], [0.02, 0.13, 0.12], [0.00, -0.07, -0.08], [0.02, 0.11, -0.03], [0.00, -0.04, 0.01], [1.31, -0.28, 0.17], [-0.06, 0.16, 0.08], [-0.07, 0.00, -0.09], [0.02, 0.06, 0.00], [-0.02, 0.04, 0.04], [-0.03, -0.03, -0.03], [0.02, -0.03, 0.01], [-0.26, 0.19, 0.01], [-0.01, -0.14, 0.17], [-0.16, 0.12, 0.01], [0.08, -0.02, 0.04], [-0.05, 0.05, 0.00], [0.02, -0.03, 0.06], [0.04, -0.05, 0.02], [0.05, 0.13, -0.05], [0.06, -0.01, 0.01], [-0.13, 0.06, 0.04], [-0.02, -0.02, -0.02], [-0.01, 0.02, 0.00], [0.00, 0.02, 0.00], [-0.06, 0.08, 0.04], [-0.05, 0.05, 0.00], [-0.19, 0.10, 0.17], [-0.03, -0.16, -0.09], [-0.02, -0.01, 0.01], [-0.01, -0.01, 0.01], [0.00, 0.00, -0.02], [0.00, 0.03, 0.02], [0.00, 0.00, 0.00], [0.00, 0.00, 0.00], [0.00, 0.01, 0.01], [0.00, 0.00, 0.02], [-0.04, 0.08, -0.28], [0.00, -0.02, 0.02], [0.00, 0.00, -0.01], [0.01, 0.00, -0.01], [0.00, -0.01, 0.01], [-0.04, -0.01, 0.02], [0.06, 0.02, -0.05], [0.01, 0.01, 0.06], [-0.10, 0.10, -0.01], [0.10, -0.04, 0.05], [0.02, -0.20, 0.05], [0.02, -0.05, 0.00], [0.24, 0.87, -0.28], [0.15, -0.17, 0.17], [-0.01, 0.08, -0.03], [0.02, -0.06, -0.04], [0.03, 0.01, 0.01], [0.00, -0.03, -0.01], [-0.01, 0.06, -0.01], [-0.03, -0.01, -0.07], [-0.08, -0.06, -0.21], [0.05, -0.05, -0.06], [0.07, -0.02, -0.01], [0.01, 0.05, 0.03], [0.03, -0.02, 0.02], [-0.05, -0.03, -0.02], [0.03, -0.03, 0.11], [-0.01, 0.00, -0.01], [0.00, -0.01, 0.00], [-0.01, 0.01, -0.01], [0.00, 0.01, 0.01], [-0.01, -0.01, -0.02], [0.00, 0.01, -0.01], [0.02, 0.00, -0.01], [0.05, 0.03, 0.00], [-0.07, 0.04, 0.00], [0.05, 0.00, 0.07], [0.00, 0.00, 0.01], [0.01, 0.01, 0.01]], "lowdin_charge": [0.133, 0.085, -0.161, -0.422, 0.279, 0.028, -0.171, -0.014, -0.037, -0.043, -0.049, -0.009, -0.162, 0.023, -0.035, -0.002, -0.016, 0.017, 0.062, 0.115, 0.124, 0.125, 0.126, 0.137, 0.127, 0.124, 0.129, 0.126, 0.137, -0.341, -0.346, 0.945, -0.374, -0.104, -0.048, -0.049, -0.063, -0.071, -0.371, -0.104, -0.065, -0.058, -0.058, -0.086, 0.880, -0.372, -0.088, -0.065, -0.065, -0.064, -0.111, -0.363, -0.114, -0.074, -0.060, -0.055, -0.088, 0.084, 0.094, 0.084, 0.089, 0.115, 0.119, 0.120, 0.113, 0.110, 0.076, 0.108, 0.116, 0.116, 0.109, 0.112, 0.121, 0.118, 0.116, 0.105, 0.064, 0.105, 0.114, 0.116, 0.114, 0.090, -0.272, 0.012, -0.115, -0.373, -0.122, 0.002, 1.570, -0.368, -0.111, 0.009, -0.276, 0.086, 0.008, -0.132, -0.395, -0.133, 0.001, -0.269, 0.090, 0.022, -0.115, 0.128, 0.102, 0.087, 0.131, 0.092, 0.127, 0.127, 0.076, 0.084, 0.110, 0.132, 0.116]}